Run w
This record from OMol25 describes the molecule C14H23NO2. The level of theory is the ωB97M-V functional and the def2-TZVPD basis.

XYZ file:
```
40
C14H23NO2 (the ωB97M-V functional and the def2-TZVPD basis)
C 0.034 4.789 -1.425
C -0.672 4.662 -0.111
C -1.090 5.767 0.605
C -1.743 5.632 1.821
C -1.981 4.370 2.328
C -1.571 3.245 1.628
C -0.918 3.381 0.411
O -0.478 2.342 -0.355
C -0.674 1.023 0.104
C -0.086 0.085 -0.947
C -0.351 -1.390 -0.651
C 0.422 -1.910 0.560
C 0.148 -3.398 0.839
N 0.528 -4.332 -0.200
C 1.948 -4.397 -0.505
C 2.196 -5.661 -1.331
O 1.756 -6.805 -0.648
H -0.532 4.282 -2.205
H 0.162 5.833 -1.697
H 1.011 4.310 -1.372
H -0.902 6.753 0.206
H -2.062 6.508 2.366
H -2.488 4.248 3.273
H -1.769 2.269 2.044
H -1.747 0.817 0.229
H -0.175 0.883 1.072
H -0.530 0.348 -1.909
H 0.988 0.266 -1.017
H -0.062 -1.965 -1.534
H -1.421 -1.542 -0.491
H 1.492 -1.761 0.402
H 0.136 -1.350 1.451
H -0.923 -3.538 1.017
H 0.682 -3.691 1.748
H 0.001 -4.147 -1.048
H 2.486 -4.477 0.443
H 2.332 -3.522 -1.053
H 3.263 -5.793 -1.524
H 1.674 -5.571 -2.298
H 0.918 -6.564 -0.228
```

Calculated values
HOMO: -8.41 eV
orbital gap: 9.196 eV
molar mass: 237.3 g mol⁻¹
structure (SMILES): Cc1ccccc1OCCCCCNCCO



Run x
This record from OMol25 describes the molecule C14H23NO2. The level of theory is the ωB97M-V functional and the def2-TZVPD basis.

XYZ file:
```
40
C14H23NO2 (the ωB97M-V functional and the def2-TZVPD basis)
C 1.764 0.015 -3.341
C 2.050 1.133 -2.345
C 0.792 1.568 -1.573
C 1.110 2.698 -0.586
C 0.241 0.438 -0.834
C -0.236 -0.483 -0.232
C -0.767 -1.597 0.533
N -1.306 -1.141 1.804
C -0.315 -0.564 2.693
C 0.583 -1.604 3.376
C -0.277 -2.625 4.117
C -1.290 -3.242 3.157
C -2.111 -2.129 2.492
O -0.264 1.974 -2.482
C -0.107 3.001 -3.310
C -1.346 3.178 -4.155
O 0.874 3.695 -3.398
H 1.037 0.338 -4.083
H 1.366 -0.858 -2.829
H 2.679 -0.267 -3.858
H 2.453 2.002 -2.867
H 2.788 0.797 -1.614
H 0.199 3.007 -0.077
H 1.824 2.345 0.153
H 1.531 3.548 -1.116
H -1.588 -2.046 -0.037
H 0.031 -2.355 0.634
H 0.286 0.143 2.117
H -0.860 -0.004 3.460
H 1.195 -2.112 2.628
H 1.258 -1.099 4.069
H 0.351 -3.402 4.559
H -0.812 -2.123 4.929
H -0.768 -3.824 2.393
H -1.960 -3.919 3.691
H -2.827 -2.554 1.783
H -2.677 -1.597 3.264
H -2.181 2.639 -3.718
H -1.146 2.788 -5.151
H -1.574 4.236 -4.245
```

Calculated values
HOMO: -8.39 eV
orbital gap: 9.236 eV
molar mass: 237.3 g mol⁻¹
structure (SMILES): CC[C@](C)(C#CCN1CCCCC1)OC(C)=O



Most stable: run w